Density functional theory data (ωB97M-V/def2-TZVPD) for C42H85BNO17P2S6 as an isolated structure at a distorted geometry.

Output
* orbital gap: 6.5 eV
* calculated total energy: -165466.8143 eV

ORCA input file:
```
! wB97M-V def2-TZVPD RIJCOSX def2/J DEFGRID3
* xyz 1 1
C -3.79 1.10 -1.28
C -2.64 0.16 -1.43
C -1.07 0.53 -1.88
C -1.32 2.10 -2.33
C -0.04 2.94 -2.91
C -0.31 4.58 -2.69
O 0.92 5.17 -2.07
C 1.67 5.96 -3.06
C -0.69 -0.51 -3.15
S -0.96 0.33 -4.86
P -1.87 -1.95 -3.65
O -3.40 -1.49 -3.90
C 0.88 -0.91 -2.72
B 2.03 0.11 -3.29
O 3.13 0.81 -2.62
O 2.21 0.31 -4.78
C 2.72 1.66 -5.06
P 1.68 -2.48 -3.56
C 1.14 -2.63 -5.43
C 3.56 -2.41 -3.79
C 4.52 -2.31 -2.49
C 0.54 -1.01 -1.06
C 1.97 -1.36 -0.34
C 2.01 -1.62 1.28
C -0.26 -2.41 -0.62
O 0.23 -3.68 -1.07
O -0.49 -4.61 -0.51
N -0.25 0.26 -0.58
C -1.19 0.07 0.61
C -1.69 1.11 1.60
C 0.73 1.24 -0.04
O 0.40 2.65 0.17
C 1.07 3.23 1.34
C 2.68 3.57 1.04
H -4.70 0.97 -2.02
H -3.75 1.96 -0.48
H -3.01 -0.96 -1.23
H -1.66 2.76 -1.40
H -2.16 2.25 -3.14
H 0.98 2.75 -2.36
H 0.16 2.84 -4.06
H -1.18 4.81 -1.95
H -0.59 5.12 -3.71
H 2.79 6.16 -2.73
H 1.11 6.99 -3.23
H 1.68 5.33 -4.06
H -2.30 0.79 -4.89
H -1.54 -2.37 -5.02
H -1.74 -3.15 -2.87
H 4.04 0.45 -2.93
H 2.38 1.91 -6.18
H 3.90 1.67 -5.07
H 2.29 2.52 -4.39
H 2.03 -3.08 -6.09
H 0.87 -1.61 -5.91
H 0.30 -3.44 -5.45
H 3.94 -1.67 -4.64
H 3.82 -3.48 -4.26
H 5.64 -2.42 -2.87
H 4.32 -3.26 -1.81
H 4.37 -1.38 -1.79
H 2.41 -2.38 -0.78
H 2.83 -0.57 -0.49
H 2.22 -2.75 1.56
H 0.98 -1.33 1.79
H 2.82 -0.92 1.82
H -0.36 -2.54 0.56
H -1.42 -2.36 -0.90
H 0.08 -5.44 -0.51
H -1.77 -0.93 0.92
H -2.23 2.08 1.20
H -1.54 1.02 2.76
H 1.01 0.88 1.07
H 1.76 1.33 -0.58
H 0.57 4.30 1.52
H 0.91 2.64 2.35
H 2.85 3.84 -0.09
H 3.29 2.65 1.43
H 2.89 4.57 1.64
C 3.83 -8.71 -1.26
C 3.48 -9.34 -2.61
C 2.09 -8.84 -3.00
S 1.90 -7.24 -2.22
O 0.85 -7.33 -1.23
O 1.92 -6.21 -3.24
C 3.47 -7.24 -1.38
H 4.89 -8.85 -1.01
H 3.23 -9.18 -0.47
H 4.22 -9.02 -3.36
H 3.51 -10.43 -2.57
H 2.00 -8.73 -4.08
H 1.31 -9.49 -2.62
H 3.38 -6.74 -0.41
H 4.19 -6.71 -2.01
C -1.98 -9.46 0.72
C -2.90 -10.68 0.79
C -2.11 -11.89 0.30
S -0.40 -11.54 0.65
O 0.32 -11.41 -0.60
O 0.06 -12.42 1.71
C -0.66 -9.91 1.33
H -2.39 -8.60 1.25
H -1.83 -9.17 -0.33
H -3.21 -10.84 1.83
H -3.81 -10.53 0.20
H -2.41 -12.80 0.81
H -2.22 -12.02 -0.78
H 0.18 -9.26 1.07
H -0.74 -10.01 2.41
C 1.84 4.22 6.17
C 1.13 3.15 7.00
C 1.10 1.87 6.15
S 2.52 1.95 5.08
O 2.06 2.06 3.71
O 3.49 0.95 5.49
C 3.09 3.55 5.61
H 2.10 5.10 6.78
H 1.19 4.55 5.36
H 1.69 2.96 7.92
H 0.12 3.46 7.28
H 1.17 0.98 6.78
H 0.20 1.83 5.53
H 3.52 4.09 4.77
H 3.84 3.40 6.39
C -3.92 6.82 7.94
C -4.84 5.60 8.02
C -4.05 4.39 7.52
S -2.33 4.74 7.88
O -1.62 4.87 6.62
O -1.88 3.86 8.94
C -2.59 6.37 8.55
H -4.33 7.68 8.48
H -3.77 7.11 6.90
H -5.15 5.44 9.06
H -5.75 5.75 7.43
H -4.35 3.48 8.04
H -4.15 4.26 6.44
H -1.76 7.02 8.29
H -2.67 6.27 9.64
C -2.51 9.09 -3.35
C -4.04 9.15 -3.30
C -4.55 7.72 -3.39
S -3.27 6.68 -2.69
O -2.74 5.84 -3.74
O -3.73 6.15 -1.43
C -2.11 7.99 -2.37
H -2.06 10.05 -3.07
H -2.18 8.84 -4.36
H -4.36 9.60 -2.35
H -4.44 9.77 -4.11
H -5.48 7.59 -2.82
H -4.71 7.41 -4.43
H -1.09 7.63 -2.53
H -2.24 8.31 -1.34
*
```